DFT (ωB97M-V/def2-TZVPD) results for a 2-piece molecular cluster, C9H14O overall.

Summary:
relative energy (zero: lowest compared OMol25 entry of this formula, charge and spin)	22.86	kcal/mol
E_LUMO	0.87	eV
DFT total energy	-11606.645	eV
SMILES	Cc1ccc(O)cc1.CC

Last column: natural (NBO) charge in e.
Element x y z (Å)
1 C 0.84 1.74 -2.78  -0.64
2 C 0.89 1.00 -1.51  -0.09
3 C 0.28 1.48 -0.35  -0.17
4 C 0.27 0.79 0.84  -0.31
5 C 0.93 -0.51 0.88  0.33
6 O 0.95 -1.16 2.04  -0.66
7 C 1.47 -1.03 -0.28  -0.29
8 C 1.41 -0.27 -1.43  -0.16
9 H 1.82 1.77 -3.25  0.22
10 H 0.37 2.72 -2.73  0.22
11 H 0.01 1.38 -3.43  0.22
12 H -0.23 2.45 -0.35  0.21
13 H 0.17 1.23 1.84  0.21
14 H 0.62 -0.63 2.76  0.48
15 H 1.89 -2.03 -0.31  0.22
16 H 1.70 -0.78 -2.38  0.21
17 C -2.46 -1.34 1.59  -0.61
18 C -3.17 -0.45 0.56  -0.62
19 H -1.60 -0.86 2.05  0.19
20 H -3.24 -1.57 2.35  0.20
21 H -2.17 -2.35 1.30  0.21
22 H -3.56 0.49 1.00  0.20
23 H -2.44 0.04 -0.10  0.21
24 H -4.04 -0.95 0.14  0.21